Entry 1:
{"formula": "C22H45N6", "method": "ωB97M-V with the def2-TZVPD basis set", "max_force_ev_per_a": 0.50, "charge": 1, "homo_ev": -11.27, "mol_weight_g_mol": 393.64, "orbital_gap_ev": 8.848, "smiles": "[H]/N=C(\\N)NCCCCn1nc[n+](CCC)c1CCCCCCCCCCCC", "symbols": ["H", "N", "C", "N", "N", "C", "C", "C", "C", "N", "N", "C", "N", "C", "C", "C", "C", "C", "C", "C", "C", "C", "C", "C", "C", "C", "C", "C", "C", "H", "H", "H", "H", "H", "H", "H", "H", "H", "H", "H", "H", "H", "H", "H", "H", "H", "H", "H", "H", "H", "H", "H", "H", "H", "H", "H", "H", "H", "H", "H", "H", "H", "H", "H", "H", "H", "H", "H", "H", "H", "H", "H", "H"], "positions_angstrom": [[4.786, 1.709, 7.246], [3.928, 1.932, 6.749], [3.964, 3.137, 6.335], [5.069, 4.005, 6.494], [2.880, 3.693, 5.653], [1.712, 2.849, 5.447], [1.761, 1.826, 4.284], [3.094, 1.740, 3.544], [3.088, 0.613, 2.510], [2.978, 1.067, 1.107], [3.386, 2.315, 0.771], [3.232, 2.375, -0.517], [2.738, 1.208, -1.017], [2.469, 0.879, -2.432], [2.259, 2.087, -3.342], [2.615, 1.754, -4.790], [2.585, 0.371, 0.041], [2.128, -1.047, -0.079], [1.212, -1.623, 1.009], [0.530, -2.914, 0.513], [-0.993, -2.802, 0.403], [-1.588, -3.789, -0.596], [-3.104, -3.682, -0.729], [-3.590, -2.304, -1.205], [-4.741, -2.346, -2.225], [-4.316, -1.899, -3.622], [-5.465, -1.727, -4.613], [-6.617, -0.832, -4.144], [-6.202, 0.559, -3.642], [4.923, 4.887, 6.018], [5.216, 4.215, 7.474], [3.157, 4.224, 4.839], [0.857, 3.512, 5.316], [1.556, 2.309, 6.376], [0.966, 2.044, 3.563], [1.537, 0.839, 4.697], [3.899, 1.549, 4.250], [3.317, 2.682, 3.044], [2.244, -0.040, 2.696], [3.995, 0.012, 2.585], [3.469, 3.239, -1.106], [1.570, 0.266, -2.445], [3.287, 0.258, -2.800], [1.214, 2.396, -3.288], [2.856, 2.942, -3.029], [1.864, 1.118, -5.256], [3.586, 1.259, -4.845], [2.697, 2.671, -5.368], [1.593, -1.111, -1.027], [3.013, -1.681, -0.196], [1.789, -1.844, 1.903], [0.457, -0.884, 1.291], [0.774, -3.718, 1.208], [0.938, -3.206, -0.460], [-1.275, -1.777, 0.137], [-1.437, -2.994, 1.385], [-1.320, -4.799, -0.273], [-1.124, -3.639, -1.578], [-3.434, -4.435, -1.450], [-3.567, -3.950, 0.224], [-3.886, -1.697, -0.347], [-2.738, -1.783, -1.662], [-5.120, -3.371, -2.285], [-5.573, -1.732, -1.876], [-3.749, -0.966, -3.533], [-3.610, -2.636, -4.022], [-5.063, -1.323, -5.547], [-5.874, -2.711, -4.862], [-7.204, -1.350, -3.384], [-7.291, -0.707, -4.994], [-6.393, 1.324, -4.395], [-6.768, 0.846, -2.756], [-5.144, 0.612, -3.379]], "forces_ev_per_a": [[0.0, 0.0, 0.0], [-0.1, 0.3, 0.1], [0.1, -0.1, -0.1], [-0.3, 0.1, -0.1], [0.2, -0.4, -0.1], [-0.1, 0.0, -0.1], [0.0, -0.1, 0.1], [-0.1, 0.1, -0.1], [0.1, -0.2, 0.2], [-0.2, 0.0, -0.2], [-0.1, -0.2, -0.3], [0.1, 0.0, 0.2], [-0.1, -0.1, 0.2], [-0.1, -0.1, -0.1], [-0.1, 0.1, 0.0], [0.1, 0.1, 0.1], [0.1, 0.3, 0.0], [-0.1, 0.1, 0.0], [0.1, 0.0, 0.0], [-0.1, 0.1, 0.2], [0.0, 0.0, 0.0], [0.1, 0.0, 0.2], [0.0, -0.1, -0.2], [0.1, 0.0, 0.0], [0.0, -0.1, 0.1], [0.1, 0.0, 0.1], [0.0, 0.0, 0.0], [0.0, 0.0, -0.1], [-0.1, 0.0, 0.0], [0.0, 0.0, 0.1], [0.2, -0.2, 0.0], [-0.1, 0.3, 0.2], [0.0, 0.0, -0.1], [0.0, 0.0, 0.0], [0.0, 0.0, 0.0], [0.0, 0.0, 0.0], [0.0, 0.0, 0.0], [0.1, 0.0, 0.0], [0.0, -0.1, -0.1], [0.0, 0.0, -0.1], [0.0, 0.0, 0.0], [0.0, 0.0, 0.0], [0.1, 0.1, 0.1], [0.0, 0.1, 0.1], [0.1, -0.1, 0.0], [0.0, -0.1, 0.0], [0.0, 0.0, 0.0], [-0.1, 0.0, -0.1], [0.0, 0.0, 0.0], [0.0, 0.0, 0.0], [0.1, 0.0, 0.0], [0.0, 0.0, 0.0], [0.0, -0.1, -0.1], [0.0, 0.0, 0.0], [0.0, 0.0, -0.1], [0.0, 0.1, 0.0], [0.0, 0.0, -0.1], [0.0, 0.0, 0.0], [0.0, 0.0, 0.0], [0.0, 0.0, 0.0], [0.1, 0.0, 0.0], [-0.1, 0.0, 0.0], [-0.1, 0.1, 0.0], [0.0, 0.0, 0.0], [-0.1, 0.0, 0.0], [0.0, 0.0, 0.0], [0.0, 0.0, 0.0], [0.0, 0.0, 0.0], [0.1, 0.0, 0.1], [-0.1, -0.1, 0.1], [0.1, 0.0, 0.0], [0.0, 0.0, 0.0], [0.0, 0.0, 0.0]]}

Entry 2:
{"formula": "C14H16", "method": "ωB97M-V with the def2-TZVPD basis set", "max_force_ev_per_a": 2.74, "charge": 0, "homo_ev": -8.84, "mol_weight_g_mol": 184.28, "orbital_gap_ev": 9.750, "de_lowest_ev": 1.1585, "smiles": "Cc1ccccc1.Cc1ccccc1", "symbols": ["C", "C", "C", "C", "C", "C", "C", "H", "H", "H", "H", "H", "H", "H", "H", "C", "C", "C", "C", "C", "C", "C", "H", "H", "H", "H", "H", "H", "H", "H"], "positions_angstrom": [[-1.696, 3.343, -2.960], [-1.345, 2.635, -1.714], [-0.125, 2.875, -1.091], [0.235, 2.122, 0.041], [-0.578, 1.059, 0.464], [-1.770, 0.799, -0.197], [-2.146, 1.604, -1.235], [-1.439, 2.668, -3.795], [-0.980, 4.217, -3.115], [-2.722, 3.665, -3.062], [0.643, 3.409, -1.623], [1.264, 2.199, 0.394], [-0.058, 0.604, 1.343], [-2.435, 0.026, 0.154], [-3.021, 1.229, -1.772], [2.196, -1.517, -0.589], [1.430, -1.937, 0.621], [1.481, -1.180, 1.786], [0.830, -1.661, 2.920], [0.154, -2.863, 2.940], [-0.073, -3.484, 1.711], [0.505, -3.001, 0.542], [2.078, -2.256, -1.387], [3.259, -1.353, -0.392], [1.660, -0.636, -0.982], [2.056, -0.244, 1.800], [0.895, -1.005, 3.785], [-0.037, -3.303, 3.917], [-0.546, -4.454, 1.873], [0.288, -3.559, -0.379]], "forces_ev_per_a": [[1.8, 0.9, -1.4], [0.0, -0.2, 0.5], [0.1, -1.2, 0.5], [-0.2, -0.4, -1.6], [2.0, 1.2, 1.3], [0.4, -0.2, 1.5], [-0.5, -0.5, -0.8], [-0.4, 0.2, 0.1], [-1.2, -0.8, 0.3], [-0.2, 0.1, 0.1], [0.0, 0.8, 0.2], [-0.4, 0.2, 0.3], [-1.6, -0.5, -0.9], [0.0, -0.3, -0.1], [0.0, 0.8, 0.0], [-0.8, 0.1, -0.7], [-1.0, -0.3, -0.5], [0.0, -0.7, 0.0], [0.6, 1.4, 0.3], [0.6, 0.5, -0.3], [0.3, -0.7, 1.6], [0.3, -0.4, 0.4], [0.3, -0.1, 0.2], [-0.3, 0.2, -0.1], [0.7, 0.2, 0.1], [-0.2, -0.5, 0.1], [0.0, -0.4, 0.3], [-0.6, -0.1, -0.4], [-0.2, 0.2, -1.1], [0.5, 0.4, 0.3]]}

Entry 3:
{"formula": "C4H10N2O", "method": "ωB97M-V with the def2-TZVPD basis set", "max_force_ev_per_a": 3.03, "charge": 0, "homo_ev": -8.93, "mol_weight_g_mol": 102.14, "orbital_gap_ev": 9.382, "de_lowest_ev": 2.1469, "smiles": "[H]/N=C/N.CCC=O", "symbols": ["H", "N", "C", "N", "H", "H", "H", "C", "C", "C", "O", "H", "H", "H", "H", "H", "H"], "positions_angstrom": [[-3.216, -0.453, 0.801], [-2.626, -1.119, 0.314], [-1.832, -0.621, -0.531], [-1.053, -1.313, -1.369], [-1.414, 0.468, -0.486], [-1.185, -2.310, -1.413], [-0.195, -0.801, -1.707], [1.577, -0.335, 0.995], [1.059, 1.080, 0.780], [0.571, 1.338, -0.618], [0.843, 0.631, -1.583], [1.915, -0.472, 2.024], [2.400, -0.540, 0.316], [0.792, -1.063, 0.802], [1.836, 1.821, 1.008], [0.225, 1.291, 1.459], [0.303, 2.399, -0.792]], "forces_ev_per_a": [[0.4, 0.2, 0.0], [-1.3, -0.6, -0.2], [1.9, 2.1, 1.2], [1.0, 0.5, -0.9], [-1.5, -1.3, -0.3], [0.3, 0.0, -0.1], [-1.4, -1.4, 0.3], [-0.1, 0.1, 0.1], [-0.7, -0.8, 0.3], [2.7, 0.5, -1.0], [-0.6, 0.7, 1.0], [0.0, 0.0, -0.1], [0.1, -0.1, 0.0], [0.0, -0.1, 0.0], [-0.2, 0.1, -0.2], [0.1, 0.1, 0.1], [-0.8, -0.2, -0.1]]}

Entry 4:
{"formula": "C25H64N4O9", "method": "ωB97M-V with the def2-TZVPD basis set", "max_force_ev_per_a": 3.62, "charge": 0, "homo_ev": -8.53, "mol_weight_g_mol": 564.81, "orbital_gap_ev": 9.000, "de_lowest_ev": 2.3617, "smiles": "COCCNCCOC.COCCNCCOC.COCCNCCOC.COCCNCCOC.CO", "symbols": ["C", "O", "C", "C", "N", "C", "C", "O", "C", "H", "H", "H", "H", "H", "H", "H", "H", "H", "H", "H", "H", "H", "H", "H", "C", "O", "C", "C", "N", "C", "C", "O", "C", "H", "H", "H", "H", "H", "H", "H", "H", "H", "H", "H", "H", "H", "H", "H", "C", "O", "C", "C", "N", "C", "C", "O", "C", "H", "H", "H", "H", "H", "H", "H", "H", "H", "H", "H", "H", "H", "H", "H", "C", "O", "C", "C", "N", "C", "C", "O", "C", "H", "H", "H", "H", "H", "H", "H", "H", "H", "H", "H", "H", "H", "H", "H", "C", "O", "H", "H", "H", "H"], "positions_angstrom": [[5.376, 16.888, -7.917], [4.382, 17.450, -8.782], [3.258, 16.623, -8.929], [2.630, 16.968, -10.299], [1.514, 16.137, -10.593], [0.864, 16.464, -11.852], [-0.318, 15.524, -12.184], [-1.346, 15.388, -11.195], [-2.101, 16.625, -11.131], [5.025, 16.753, -6.894], [6.146, 17.647, -7.781], [5.706, 15.952, -8.369], [2.551, 16.747, -8.108], [3.528, 15.567, -8.964], [3.348, 16.668, -11.062], [2.422, 18.036, -10.358], [0.861, 16.037, -9.828], [1.542, 16.476, -12.705], [0.516, 17.497, -11.816], [0.111, 14.539, -12.366], [-0.649, 15.731, -13.201], [-2.584, 16.789, -12.094], [-1.481, 17.503, -10.948], [-2.784, 16.492, -10.291], [4.696, 7.305, -0.459], [3.831, 8.460, -0.401], [2.766, 8.256, 0.492], [1.752, 9.450, 0.346], [2.355, 10.728, 0.596], [1.365, 11.724, 0.727], [2.014, 13.112, 0.874], [2.621, 13.548, -0.325], [3.077, 14.876, -0.375], [5.495, 7.413, -1.193], [4.194, 6.379, -0.738], [5.093, 7.124, 0.540], [3.250, 8.354, 1.463], [2.280, 7.286, 0.386], [0.987, 9.290, 1.105], [1.225, 9.373, -0.605], [3.030, 10.969, -0.117], [0.755, 11.526, 1.608], [0.693, 11.692, -0.131], [2.683, 13.025, 1.730], [1.267, 13.790, 1.287], [3.733, 15.176, 0.442], [2.212, 15.539, -0.405], [3.635, 14.921, -1.311], [-1.488, 15.800, -6.409], [-1.067, 14.480, -6.794], [-1.478, 13.519, -5.832], [-1.229, 12.084, -6.360], [-2.268, 11.775, -7.275], [-1.867, 10.608, -8.096], [-1.785, 9.263, -7.334], [-0.537, 9.107, -6.700], [-0.169, 7.863, -6.134], [-0.875, 16.140, -5.574], [-2.557, 15.884, -6.214], [-1.264, 16.435, -7.266], [-2.525, 13.691, -5.584], [-0.849, 13.669, -4.955], [-1.180, 11.400, -5.513], [-0.229, 12.156, -6.786], [-2.335, 12.561, -7.905], [-0.968, 10.858, -8.659], [-2.751, 10.640, -8.733], [-1.807, 8.455, -8.066], [-2.665, 9.162, -6.700], [-0.814, 7.603, -5.295], [0.821, 7.979, -5.692], [-0.263, 7.017, -6.814], [10.614, 16.348, 1.427], [9.805, 15.245, 1.077], [10.197, 14.082, 1.846], [9.056, 13.002, 1.812], [9.589, 11.920, 2.659], [8.769, 10.747, 2.524], [9.198, 9.612, 3.398], [10.441, 8.899, 3.038], [11.542, 9.274, 3.837], [10.291, 17.238, 0.888], [11.652, 16.263, 1.105], [10.570, 16.537, 2.499], [10.397, 14.380, 2.875], [11.157, 13.771, 1.432], [8.972, 12.719, 0.763], [8.130, 13.507, 2.090], [10.538, 11.644, 2.454], [8.679, 10.342, 1.516], [7.722, 10.894, 2.789], [8.437, 8.832, 3.406], [9.271, 10.013, 4.409], [11.370, 9.039, 4.887], [11.748, 10.330, 3.665], [12.419, 8.743, 3.468], [4.790, 11.108, -4.277], [5.664, 10.379, -3.410], [5.421, 11.558, -5.044], [3.942, 10.557, -4.684], [4.399, 11.990, -3.769], [5.130, 9.675, -3.033]], "forces_ev_per_a": [[-0.6, 0.8, -0.2], [0.5, 0.0, 0.7], [-0.3, 0.1, -1.2], [0.7, -0.6, 0.6], [-0.7, -1.0, -0.4], [-1.2, 0.1, 0.7], [1.2, -0.8, 0.0], [0.5, 1.6, -0.9], [0.4, -1.0, 0.2], [-0.5, -0.5, 0.0], [0.3, -0.2, -0.6], [0.4, 0.0, 0.3], [-0.2, 0.2, 0.2], [0.2, -0.2, 0.1], [0.5, 0.6, 0.0], [0.0, 0.3, 0.0], [-0.3, 0.1, -0.1], [0.3, -0.5, 0.1], [-0.3, 0.5, -0.1], [0.0, -0.3, 0.7], [-0.8, 0.7, 0.0], [-0.4, 0.0, 0.1], [0.2, -0.1, 0.2], [-0.2, 0.2, -0.3], [-0.4, 0.3, 0.4], [0.7, -1.2, -1.6], [-0.2, 1.9, 0.4], [0.8, -1.8, 0.4], [1.0, -1.0, 0.3], [0.0, 1.6, -0.4], [-0.7, -0.4, 0.7], [-0.1, -1.0, 0.5], [-0.2, -0.2, -0.3], [0.0, 0.6, 0.2], [-0.6, 0.1, -0.1], [0.4, 0.1, 0.1], [-0.5, -0.3, 0.6], [-0.1, -0.1, -0.2], [-0.1, -0.1, 0.2], [0.0, 0.1, -0.5], [0.1, 0.0, -0.1], [0.0, 0.1, 0.2], [-0.4, 0.4, -0.3], [0.8, 0.0, -0.2], [-0.4, 0.5, -0.6], [0.1, -0.2, 0.2], [0.0, 0.3, 0.0], [0.0, 0.3, 0.1], [0.9, -0.6, -0.9], [-0.8, 0.4, -0.1], [0.8, -0.5, 0.2], [0.2, 2.5, 1.5], [0.6, -1.3, -0.1], [-1.4, 0.6, 0.5], [0.4, 0.0, -1.2], [0.7, 0.7, 0.6], [-1.0, 0.3, 0.5], [-0.2, 0.1, 0.3], [-0.1, -0.2, 0.2], [0.0, 0.1, 0.0], [-0.2, -0.2, 0.1], [-0.1, 0.0, 0.4], [-0.2, -0.1, -0.1], [0.3, -0.4, -0.4], [-0.2, 0.1, -0.2], [0.2, -0.5, -0.1], [0.3, -1.1, -0.8], [-0.5, -0.1, -0.4], [0.1, 0.0, 0.5], [-0.3, 0.1, 0.2], [0.1, -0.1, -0.5], [0.4, 0.1, -0.4], [-0.1, 0.4, -0.4], [0.2, -0.4, 0.6], [-1.1, 0.8, -0.6], [3.4, 1.2, -0.6], [-1.8, 0.2, 0.1], [-0.3, -1.3, -0.3], [0.9, -1.1, 0.6], [-1.3, 0.8, 0.1], [0.0, 0.2, -0.7], [-0.5, -0.1, 0.1], [0.3, -0.6, 0.2], [0.1, 0.1, 0.1], [-0.2, 0.0, 0.2], [0.0, -0.7, -0.1], [-0.3, -0.3, -0.2], [0.0, -0.6, 0.7], [0.1, 0.5, -0.5], [0.3, 0.2, -0.6], [0.0, 0.6, 0.3], [-0.1, 0.0, -0.1], [0.3, -0.2, 0.3], [0.1, 0.2, 0.1], [0.1, 0.2, 0.5], [-0.1, -0.2, 0.1], [0.7, 1.0, 0.3], [-0.7, -0.2, -0.4], [-0.1, -0.4, -0.4], [0.3, -0.3, -0.1], [-0.3, -0.1, 0.4], [0.1, -0.1, 0.3]]}

Entry 5:
{"formula": "C3H4S2", "method": "ωB97M-V with the def2-TZVPD basis set", "spin_multiplicity": 3, "max_force_ev_per_a": 4.32, "charge": 0, "homo_ev": [-6.42, -8.93], "mol_weight_g_mol": 104.20, "orbital_gap_ev": [7.155, 6.532], "de_lowest_ev": 0.8216, "symbols": ["C", "C", "C", "S", "S", "H", "H", "H", "H"], "positions_angstrom": [[0.546, 0.879, 1.559], [0.000, 0.208, 0.520], [-0.410, -0.635, -1.707], [-0.021, -2.070, -1.071], [-0.542, 0.903, -0.963], [0.866, 0.244, 2.262], [0.989, 1.877, 1.483], [-0.540, -0.720, 0.633], [-0.889, -0.686, -2.718]], "forces_ev_per_a": [[-0.2, 0.7, -4.0], [-0.8, 2.5, 2.1], [-1.5, 1.9, -3.6], [0.7, -2.4, 0.8], [0.3, 0.0, -0.2], [0.9, -1.8, 3.4], [-0.4, -0.4, 0.0], [0.6, -0.5, 0.7], [0.5, -0.1, 0.8]]}